1.
A molecular structure, C10H21CaNO6. Source: the Open Molecules 2025 dataset; level of theory: the ωB97M-V functional and the def2-TZVPD basis.

Computed properties:
2S+1: 1
LUMO level (eV): 0.34

Each line ends with the Löwdin charge.
Element x y z (Å)
Ca1 0.25890 -0.06698 0.15442  1.49
O1 -1.49934 -1.76669 0.41627  -0.14
O2 2.47759 -0.69093 0.21643  -0.13
O3 0.00783 -1.67802 1.96945  -0.12
O4 0.22243 -1.16148 -1.92619  -0.31
O5 -1.08719 1.48214 1.24717  -0.30
O6 2.07144 1.38723 0.71295  -0.15
N1 -0.44441 1.47125 -1.50853  -0.15
C1 0.82800 -2.28902 -2.55526  -0.06
C2 -0.61118 1.97317 2.47599  -0.10
C3 -0.76550 -0.63930 -2.80529  -0.20
C4 -1.70681 2.48254 0.44519  -0.18
C5 2.81666 0.35892 0.80394  -0.73
C6 4.01681 0.43152 1.71803  -0.01
C7 -1.44377 0.58108 -2.12911  -0.20
C8 -0.92730 -2.31075 1.41173  -0.73
C9 -1.29925 -3.66921 1.91143  -0.02
C10 -0.97485 2.69593 -0.88783  -0.18
H1 -1.59674 -1.33878 -2.92517  0.14
H2 3.77526 0.16223 2.74933  0.08
H3 -2.13898 0.15937 -1.39095  0.12
H4 -1.36492 2.55238 3.03403  0.10
H5 -0.48985 -4.40046 1.83159  0.08
H6 1.04661 -2.12474 -3.61307  0.09
H7 -1.56116 -3.60014 2.96753  0.08
H8 -2.75118 2.23919 0.22783  0.13
H9 -0.10271 3.32921 -0.69945  0.13
H10 0.19285 2.71117 2.37539  0.10
H11 4.76829 -0.30861 1.43322  0.08
H12 -0.31309 1.18257 3.15816  0.10
H13 -1.71012 3.41496 1.00950  0.12
H14 1.75654 -2.48196 -2.02368  0.10
H15 0.16708 -3.15797 -2.51506  0.10
H16 -0.29991 -0.32333 -3.74184  0.13
H17 -2.10064 -4.19292 1.38645  0.07
H18 -1.60139 3.30646 -1.54996  0.12
H19 4.49118 1.40921 1.77115  0.07
H20 -2.14810 1.07130 -2.81375  0.13
H21 0.04091 1.79945 -2.34205  0.14

Forces on the atoms, in the same order (eV/Å):
0.6 -1.4 1.1
-0.6 -0.7 -0.2
0.8 -0.9 -0.1
0.3 -0.3 0.7
-0.2 -0.1 -1.6
-0.5 0.3 -0.2
0.1 0.3 0.3
-1.1 0.6 -1.6
0.3 -0.4 0.4
0.0 1.3 1.4
-0.8 1.4 1.0
-0.1 0.1 -0.5
-0.8 0.9 0.2
0.8 -0.6 0.1
-0.7 -0.9 0.5
0.5 1.6 -1.0
-0.3 -1.2 0.2
0.6 0.6 0.5
0.3 -0.3 -0.5
-0.5 0.0 -0.1
0.4 0.1 0.4
-0.4 -0.4 -0.4
0.4 0.5 0.2
0.0 0.4 0.0
0.0 0.0 0.0
0.0 -0.4 0.3
0.1 -0.2 0.1
0.3 -0.5 -0.4
-0.1 0.1 -0.2
0.2 -0.4 -0.5
0.0 0.1 -0.2
0.0 -0.1 0.0
0.0 0.0 0.2
0.0 -0.3 -0.2
-0.3 0.7 -0.1
-0.3 -0.3 -0.1
-0.3 0.1 -0.3
0.4 0.2 -0.3
0.7 0.0 0.5



2.
A molecular structure, C10H21Cl2O3PSn. Source: the Open Molecules 2025 dataset; level of theory: the ωB97M-V functional and the def2-TZVPD basis.

Computed properties:
2S+1: 1
LUMO level (eV): 0.54
Relative energy (zero: lowest compared OMol25 entry of this formula, charge and spin) (kJ/mol): 0.0

Each line ends with the Löwdin charge.
Element x y z (Å)
Sn1 1.24874 0.18833 -0.15202  0.54
Cl1 2.67221 1.41765 1.35717  0.04
Cl2 1.45977 -2.18459 -0.28020  0.05
P1 -0.10950 -0.19846 2.13277  0.66
O1 -0.70462 1.12904 2.83946  -0.32
O2 0.83065 -0.89806 3.24450  -0.34
O3 -1.36823 -1.22047 2.11744  -0.32
C1 -0.50870 -0.08362 -4.18405  -0.20
C2 0.02477 1.28362 -1.65623  -0.32
C3 1.77080 -0.22101 4.10319  -0.12
C4 -1.42832 1.00128 -2.01794  -0.19
C5 2.55840 0.54077 -1.63804  -0.29
C6 -1.68738 0.07468 -3.23100  -0.19
C7 -1.19443 -2.62613 2.41377  -0.10
C8 -1.92333 1.20561 3.60744  -0.09
C9 1.09481 0.85071 -2.48402  -0.49
C10 0.79725 -0.33719 -3.42304  -0.19
H1 1.63683 -0.43774 -4.12090  0.12
H2 1.93357 -0.88570 4.95789  0.09
H3 2.71540 -0.05979 3.57263  0.04
H4 -2.55264 0.45344 -3.78981  0.11
H5 -1.97553 -0.91649 -2.85919  0.11
H6 -1.90927 0.52415 4.46932  0.09
H7 -0.69637 -0.90362 -4.88739  0.11
H8 1.43229 1.70881 -3.09787  0.14
H9 3.11705 1.47933 -1.57362  0.04
H10 3.07683 -0.30633 -2.07903  0.04
H11 1.38223 0.74412 4.45971  0.09
H12 -1.93142 1.96144 -2.21331  0.11
H13 -2.80044 1.00747 2.97910  0.09
H14 -0.39383 0.82568 -4.78829  0.12
H15 0.14865 2.27962 -1.20640  0.10
H16 -0.38007 -3.06821 1.82470  0.05
H17 0.73407 -1.27360 -2.84873  0.08
H18 -1.96494 2.23590 3.97239  0.09
H19 -1.01647 -2.78296 3.48521  0.09
H20 -1.94627 0.58789 -1.14197  0.10
H21 -2.14257 -3.09556 2.13636  0.09

Forces on the atoms, in the same order (eV/Å):
-0.9 -0.3 1.8
0.0 0.4 0.8
-0.3 -0.5 0.4
-0.4 -0.3 1.5
0.0 -0.6 -0.6
-0.4 0.3 -0.2
0.7 0.4 0.1
0.3 0.0 0.0
-1.8 -0.3 3.5
0.3 0.0 0.2
-0.5 0.3 -0.1
-1.5 0.9 -2.7
-0.1 -0.3 0.2
-0.2 -0.3 0.0
0.0 0.1 0.2
5.0 0.1 -3.7
-0.2 0.5 0.2
-0.1 0.0 0.2
-0.1 0.1 -0.2
-0.3 0.0 0.1
0.1 -0.1 0.2
0.1 0.1 -0.1
0.1 0.1 -0.3
-0.1 0.1 0.1
-0.2 -0.3 -0.4
0.1 -0.5 0.0
0.2 0.2 -0.1
0.0 -0.3 -0.2
0.2 -0.1 0.0
0.3 0.0 0.1
0.0 0.0 0.1
0.0 -0.1 -0.5
-0.2 0.2 0.2
-0.1 0.1 -0.1
0.0 -0.2 -0.1
0.0 0.2 -0.3
0.0 0.1 -0.2
0.2 0.1 0.0



3.
A molecular structure, C10H21Hg3NO10. Source: the Open Molecules 2025 dataset; level of theory: the ωB97M-V functional and the def2-TZVPD basis.

Computed properties:
2S+1: 1
Charge: +2
LUMO level (eV): -12.05
Relative energy (zero: lowest compared OMol25 entry of this formula, charge and spin) (kJ/mol): 95.0

Each line ends with the Löwdin charge.
Element x y z (Å)
Hg1 2.77073 6.73206 -16.13394  1.30
Hg2 6.49235 4.81011 -13.89058  1.47
Hg3 8.55111 4.48648 -17.00828  1.36
O1 8.62998 4.15394 -14.56009  -0.15
O2 6.52468 5.27079 -16.27246  -0.12
O3 9.45873 4.84646 -21.40280  -0.19
O4 5.66315 8.14569 -18.94617  -0.05
O5 7.69641 6.15341 -18.98615  -0.14
O6 10.36896 3.61186 -13.45437  0.20
O7 9.57146 6.70880 -16.63368  -0.31
O8 4.96864 6.42060 -17.13812  -0.05
O9 10.42558 3.93758 -15.58357  0.03
O10 4.77754 5.72063 -15.21552  -0.15
N1 10.28220 5.08420 -18.69970  -0.09
C1 9.84457 3.66836 -20.64021  -0.20
C2 7.77463 7.35477 -19.65887  -0.22
C3 5.42437 5.76492 -16.23865  -1.12
C4 8.49755 4.61741 -22.43365  -0.07
C5 9.09476 7.48928 -15.57223  -0.08
C6 11.36516 5.82298 -18.08149  -0.15
C7 10.76506 6.99295 -17.30136  -0.18
C8 7.04700 8.36300 -18.81775  -0.21
C9 9.79674 3.78337 -14.53635  -0.99
C10 10.84011 3.99699 -19.54275  -0.17
H1 7.27898 8.25067 -17.75866  0.11
H2 11.52041 7.17523 -16.53695  0.14
H3 8.97253 4.26689 -23.34995  0.09
H4 6.80937 6.21325 -18.62398  0.05
H5 11.71308 4.20977 -20.15980  0.14
H6 7.92707 3.77201 -22.04898  0.09
H7 9.86528 5.58851 -19.46907  0.08
H8 8.85585 7.49281 -19.66427  0.12
H9 10.99951 3.16035 -18.86250  0.13
H10 9.01011 3.10885 -20.21745  0.11
H11 10.58345 7.92236 -17.84110  0.14
H12 10.28552 2.84389 -21.20049  0.14
H13 7.43106 7.25680 -20.68865  0.14
H14 9.61617 8.44342 -15.49577  0.11
H15 7.25049 9.40974 -19.04367  0.14
H16 9.43663 6.94526 -14.69172  0.10
H17 8.03619 7.74778 -15.59862  0.08
H18 5.27600 7.53061 -18.31896  0.01
H19 12.05963 6.28319 -18.78436  0.15
H20 7.87020 5.43051 -22.79889  0.09
H21 11.81271 4.99440 -17.53262  0.13

Forces on the atoms, in the same order (eV/Å):
0.7 0.0 -0.4
1.2 -0.3 -1.3
2.3 1.1 -0.8
-9.4 1.8 -0.2
5.4 -3.0 0.4
0.9 -0.1 1.2
-0.9 0.6 -1.0
-1.4 -2.3 1.0
0.2 -1.0 0.7
-2.0 -1.6 -0.8
-3.3 2.5 -4.5
1.3 -0.8 -3.6
-3.5 -1.4 8.0
0.1 -0.8 -2.1
-0.8 -0.7 -0.3
2.0 1.1 -0.3
0.8 1.0 -1.9
0.3 -1.9 -0.2
1.7 0.6 0.9
-1.5 0.1 0.4
1.4 0.7 1.5
-0.6 0.7 0.3
5.3 0.5 3.0
-1.0 -0.6 -0.4
0.7 -0.2 0.1
0.2 0.6 0.1
0.4 -0.1 0.0
-0.5 -0.8 0.1
0.6 0.8 0.9
-0.8 0.2 -0.4
-0.9 1.1 0.3
0.1 1.0 -0.4
0.3 -0.3 -0.5
-1.0 0.6 0.2
0.4 -0.2 -0.6
0.4 0.4 -0.8
-0.3 0.3 0.1
0.1 0.2 -0.3
0.0 -0.1 -0.4
-0.7 0.1 0.6
-0.1 -0.6 -0.3
0.6 0.2 0.0
0.1 -0.4 -0.2
0.2 0.5 1.1
0.7 0.9 0.8



4.
2 unconnected molecules or ions with the total composition C10H21IN. Source: the Open Molecules 2025 dataset; level of theory: the ωB97M-V functional and the def2-TZVPD basis.

Computed properties:
2S+1: 1
Charge: +1
LUMO level (eV): -3.50
Relative energy (zero: lowest compared OMol25 entry of this formula, charge and spin) (kJ/mol): 158.9

Each line ends with the Löwdin charge.
Element x y z (Å)
I1 3.18357 0.20347 -0.09058  0.91
N1 1.30631 -2.22318 -0.81224  0.15
C1 -1.09557 -1.81868 -0.90284  0.11
C2 0.61508 0.59956 1.73424  -0.36
C3 0.29388 1.01508 -0.79887  -0.38
C4 0.63030 2.00491 2.29375  -0.10
C5 -1.98148 1.38576 -1.71360  -0.12
C6 0.21704 -2.33907 1.25196  -0.06
C7 -1.02987 1.60185 -0.58568  -0.24
C8 0.95046 0.52331 0.25281  -0.51
C9 0.82578 1.02391 -2.22564  -0.08
C10 0.02097 -1.97823 -0.16880  -0.39
H1 1.16778 -0.08653 2.33234  0.07
H2 -1.99394 -1.69715 -0.46552  0.05
H3 -0.51189 0.23619 1.87478  0.14
H4 0.04282 1.69272 -2.85315  0.13
H5 0.66333 2.17712 3.42827  0.11
H6 0.23961 -3.45151 1.60239  0.15
H7 1.21663 -1.96044 1.50506  0.06
H8 -1.89714 0.44690 -2.17308  0.03
H9 -0.23241 2.50024 1.77479  0.08
H10 -0.91714 2.64556 -0.55384  0.12
H11 0.79573 0.03133 -2.67056  0.07
H12 1.67712 2.41745 2.02371  0.10
H13 1.75714 1.51632 -2.40228  0.04
H14 -1.11407 -1.68917 -2.04816  0.12
H15 1.07949 -3.01013 -1.46628  0.20
H16 -1.60424 1.32802 0.31731  0.13
H17 -0.43147 -1.90721 1.98251  0.08
H18 1.67338 -1.39100 -1.26062  0.00
H19 -1.78734 2.15998 -2.53785  0.11
H20 -3.06480 1.38777 -1.40014  0.11
H21 1.96715 -2.67230 -0.13697  0.15

Forces on the atoms, in the same order (eV/Å):
-1.0 0.4 0.5
-0.6 -3.0 -1.2
3.9 -0.1 -2.5
-3.2 -0.7 0.2
1.8 -0.5 0.3
1.9 1.4 0.1
-1.9 1.7 -1.6
0.7 -1.3 1.9
-2.0 -0.7 0.5
1.9 1.1 0.4
-3.1 2.0 -1.0
-2.3 -1.6 -0.1
0.7 -0.4 0.2
-2.9 0.2 1.6
2.1 0.5 -0.5
2.0 -1.8 1.2
-0.7 -0.8 -1.6
-0.1 1.5 -1.5
-0.2 -0.1 0.3
0.4 -1.4 -0.7
1.2 0.4 0.9
0.4 1.6 0.5
0.1 -0.1 -0.2
-1.8 0.0 -0.1
0.8 0.0 0.3
0.4 -0.3 2.0
0.7 1.0 -0.1
1.0 -0.1 0.0
-0.7 0.5 0.0
0.7 0.2 -0.2
-0.8 -1.1 1.1
1.1 0.6 -0.2
-0.3 1.1 -0.7



5.
A molecular structure, C10H21MoN3O5. Source: the Open Molecules 2025 dataset; level of theory: the ωB97M-V functional and the def2-TZVPD basis.

Computed properties:
2S+1: 1
Charge: +4
LUMO level (eV): -13.28
Relative energy (zero: lowest compared OMol25 entry of this formula, charge and spin) (kJ/mol): 0.0

Each line ends with the Löwdin charge.
Element x y z (Å)
Mo1 0.33394 -0.86424 -0.97257  1.72
O1 0.79637 -2.08858 0.68481  -0.19
O2 -2.91105 0.89075 1.49552  0.45
O3 -0.75478 -1.95083 -1.63288  -0.43
O4 -2.66137 -4.01844 -2.28422  0.46
O5 -0.46888 0.30385 -0.09808  -0.42
N1 2.40389 -0.79111 -1.49738  -0.11
N2 -2.48330 -2.46892 0.86006  -0.15
N3 1.53380 -0.07117 -2.36418  -0.17
C1 3.25030 3.64906 -4.50786  -0.21
C2 3.84182 2.83607 -5.56103  0.01
C3 -0.09150 -2.42443 1.81755  -0.09
C4 -2.91141 -3.66113 -1.26717  0.10
C5 1.92450 4.22542 -4.69915  0.01
C6 -1.32522 -3.22371 1.42981  -0.11
C7 4.06399 4.06957 -3.37372  0.01
C8 -3.38553 -3.32698 0.10299  -0.04
C9 -3.02601 -0.20198 1.62676  0.14
C10 -3.20313 -1.67205 1.84244  -0.03
H1 1.47792 -0.53198 -3.27522  0.09
H2 -4.29459 -1.79963 1.83641  0.18
H3 4.57091 4.98203 -3.74665  0.16
H4 0.50421 -3.05074 2.48065  0.16
H5 -3.58848 -4.31583 0.55079  0.19
H6 -1.03409 -3.99661 0.71580  0.15
H7 3.48720 4.39232 -2.50999  0.11
H8 -2.89287 -1.84272 2.88362  0.18
H9 1.31736 3.71261 -5.44005  0.11
H10 -4.35812 -2.85566 -0.08998  0.18
H11 -0.30269 -1.49163 2.34170  0.14
H12 1.39879 4.41200 -3.76369  0.11
H13 4.86792 3.37921 -3.12865  0.11
H14 2.87512 -1.59941 -1.90702  0.15
H15 3.07829 -0.17834 -1.04073  0.14
H16 3.11298 2.27901 -6.14701  0.11
H17 2.13051 5.23523 -5.10483  0.16
H18 1.68176 -2.45061 0.83729  0.15
H19 4.69733 2.24358 -5.24658  0.11
H20 4.24435 3.59184 -6.26709  0.17
H21 -1.64451 -3.74736 2.33979  0.16

Forces on the atoms, in the same order (eV/Å):
0.0 -0.1 -0.1
0.0 -0.1 0.1
0.0 0.0 0.0
-0.1 -0.2 -0.2
0.0 0.0 0.0
-0.1 0.2 0.1
0.2 -0.1 -0.2
0.0 -0.1 0.1
-0.2 -0.4 0.5
0.2 0.4 -0.3
0.0 0.0 0.0
0.0 0.0 0.0
0.0 0.0 0.0
0.0 0.0 0.0
0.0 0.0 0.0
0.0 0.0 0.0
0.0 0.0 -0.1
0.0 0.0 0.0
0.0 0.1 0.0
0.1 0.1 -0.1
0.0 0.0 0.0
0.0 0.0 0.0
0.0 0.0 0.0
0.0 0.0 0.0
0.0 0.0 0.0
0.0 0.0 0.0
0.0 0.0 0.0
0.0 0.0 0.0
0.0 0.0 0.0
0.0 0.0 -0.1
0.0 0.0 0.0
0.0 0.0 0.0
0.0 0.0 0.0
0.0 0.0 0.0
0.0 0.0 0.0
0.0 0.0 0.0
0.0 0.0 0.0
0.0 0.0 0.0
0.0 0.0 0.0
0.0 0.0 0.0



6.
2 unconnected molecules or ions with the total composition C10H21N. Source: the Open Molecules 2025 dataset; level of theory: the ωB97M-V functional and the def2-TZVPD basis.

Computed properties:
SMILES: CCC1(C)CC1.CC1(C)CN1
2S+1: 1
LUMO level (eV): 0.97
Relative energy (zero: lowest compared OMol25 entry of this formula, charge and spin) (kJ/mol): 179.6

Each line ends with the Löwdin charge.
Element x y z (Å)
N1 2.48537 -1.28012 0.61758  0.05
C1 4.21391 0.59739 0.44443  -0.04
C2 -2.44565 -0.49599 1.70111  -0.03
C3 -2.78756 1.04658 -0.34151  -0.21
C4 -3.25657 -1.46156 -0.59852  -0.11
C5 -1.78856 -1.25731 -0.69719  -0.13
C6 3.00886 -1.32728 -0.77095  -0.13
C7 -1.56257 1.96363 -0.19712  -0.09
C8 1.80847 0.88968 -0.43838  -0.04
C9 -2.59312 -0.34764 0.18343  -0.51
C10 2.94744 -0.03682 -0.05181  -0.58
H1 -3.03034 0.96794 -1.41416  0.11
H2 2.29571 -1.46577 -1.56648  0.09
H3 3.98193 1.13611 1.35882  0.08
H4 -3.86725 -1.19059 -1.46749  0.10
H5 -2.35945 -1.54656 1.99909  0.08
H6 3.95982 -1.86472 -0.89508  0.11
H7 -3.32772 -0.09452 2.23982  0.09
H8 2.08919 1.52511 -1.29350  0.09
H9 -1.48521 2.36788 0.81540  0.07
H10 0.93811 0.29177 -0.71976  0.05
H11 -3.64331 -2.34894 -0.05667  0.11
H12 -3.65266 1.50596 0.17905  0.12
H13 1.53821 1.55350 0.39398  0.09
H14 -1.55318 0.00345 2.07334  0.07
H15 -1.61401 2.78615 -0.91792  0.07
H16 -1.16702 -1.99119 -0.16320  0.11
H17 3.24150 -1.61344 1.21389  0.08
H18 4.64876 1.30236 -0.28091  0.09
H19 4.98239 -0.14451 0.69852  0.08
H20 -0.64412 1.39937 -0.40958  0.03
H21 -1.36138 -0.86993 -1.63824  0.11

Forces on the atoms, in the same order (eV/Å):
0.1 0.3 -0.4
0.2 0.1 0.1
-0.5 -0.1 -0.2
-0.3 0.6 -0.1
-1.1 -0.4 0.2
1.2 -0.5 0.1
0.5 -0.2 0.2
0.0 -0.4 -0.1
0.4 0.1 0.0
0.0 -0.4 0.3
0.0 -0.5 -0.2
-0.1 0.1 0.3
-0.3 -0.3 0.0
0.1 0.3 0.2
0.2 0.0 0.4
0.0 0.1 -0.2
-0.4 0.5 -0.1
0.4 -0.1 -0.3
0.0 -0.2 0.2
0.1 0.0 -0.1
0.2 0.1 0.1
0.4 0.7 -0.4
0.3 -0.1 -0.4
0.0 -0.2 -0.1
0.1 0.2 0.0
0.0 0.0 0.3
-0.1 0.4 -0.5
-0.2 0.0 0.0
-0.2 -0.2 0.2
-0.2 0.0 -0.2
-0.4 0.2 0.1
-0.3 -0.2 0.6